Entry 1:
65
Properties=species:S:1:pos:R:3:forces:R:3:lowdin_spin:R:1 method="wB97M-V/def2-TZVPD" multiplicity=3 orbital_gap_ev="4.28 / 6.93" mol_weight_g_mol=500.45 e_tot_ev=-62242.6651 charge=-1 largest_force_ev_per_a=1.5 s2=2.0329
Ti -0.143056 0.189087 0.201890 -0.56 -0.99 0.92 0.91
O 0.067123 -0.632061 2.008102 0.16 0.00 -0.26 0.06
O 1.483467 1.172609 0.148973 0.54 0.29 -0.26 0.00
N -2.333080 -0.782324 0.232427 -0.09 0.08 0.03 0.00
N -1.084686 1.722858 1.226224 0.19 0.08 -0.19 0.20
N -0.610617 1.104980 -1.658898 -0.08 0.35 -0.55 0.01
C -3.515104 1.378398 1.029561 -0.04 0.02 0.00 0.01
C 1.036836 -2.664803 -1.440861 -0.16 0.01 -0.16 0.01
C 1.396780 4.161767 -1.910502 -0.04 -0.04 0.00 0.01
C 0.284032 1.424926 3.244072 0.07 -0.04 0.05 0.03
C 3.514347 -4.850635 -3.180913 0.01 0.02 0.00 0.00
C -3.133801 -0.078351 1.264604 -0.01 -0.05 -0.01 0.00
C 1.540679 -0.578104 3.846801 -0.04 0.01 0.01 0.01
C 2.871413 3.062145 0.172178 -0.11 0.04 -0.06 0.00
C 2.843427 -6.066077 -3.218667 0.00 -0.01 -0.01 0.00
C -0.064101 2.207019 -2.040236 0.00 -0.05 -0.01 0.05
C 1.015951 2.906606 -1.397842 0.04 0.14 0.03 0.01
C -1.548172 0.489121 -2.593013 0.01 0.00 0.00 0.00
C 1.573505 -6.155803 -2.663886 -0.01 0.00 0.01 0.00
C 0.981230 -5.046789 -2.081834 0.01 0.02 0.00 0.00
C 2.116012 0.082445 4.932171 0.00 -0.03 0.01 0.12
C 1.644117 -3.813438 -2.039096 0.02 -0.02 0.01 0.00
C 2.459975 4.857669 -1.395541 0.03 0.05 0.01 0.00
C -0.640338 2.132393 2.439056 -0.09 -0.02 0.08 0.30
C 1.766240 2.336138 -0.337755 0.01 -0.09 0.09 0.02
C 0.876793 2.056439 4.363574 -0.01 -0.01 -0.01 0.10
C -3.051858 -0.897325 -1.046813 0.01 -0.04 -0.01 0.00
C -2.144665 -2.156716 0.746305 0.02 -0.01 0.00 0.00
C 3.196689 4.290997 -0.340201 0.00 0.00 0.00 0.01
C 0.511617 -1.677905 -0.943123 0.14 0.22 0.26 0.00
C 2.925905 -3.739434 -2.599418 -0.02 -0.01 0.00 0.00
C -2.943272 0.267863 -2.020968 -0.01 0.02 0.03 0.00
C 1.772260 1.406582 5.191468 -0.01 0.03 0.01 0.00
C -2.310936 2.308171 0.757727 0.03 -0.04 0.04 0.02
C 0.628863 0.048174 3.002441 -0.12 0.14 0.01 0.07
H -3.120834 -2.653101 0.849128 0.00 0.00 0.00 0.00
H 4.507648 -4.766356 -3.605666 0.00 -0.01 0.00 0.00
H -2.492779 3.280921 1.235230 -0.02 0.01 -0.01 0.00
H 4.037123 4.835329 0.075204 0.00 0.00 0.00 0.00
H -4.059075 -0.656391 1.422221 0.00 0.00 0.01 0.00
H 3.448800 -2.792739 -2.564576 0.00 0.00 0.00 0.00
H -0.983798 3.102222 2.810303 -0.03 -0.01 -0.01 0.02
H -2.648775 -1.777590 -1.553345 0.02 0.01 0.00 0.00
H -1.119698 -0.474685 -2.883976 0.00 -0.01 0.01 0.00
H 1.782293 -1.612027 3.628776 0.01 0.00 0.00 0.00
H -0.423378 2.671050 -2.966054 0.05 -0.06 -0.04 0.00
H 0.825544 4.578681 -2.734326 -0.01 -0.01 0.00 0.00
H -1.622762 1.109747 -3.493840 -0.02 0.00 0.00 0.00
H 0.617146 3.092841 4.559764 0.00 0.00 -0.01 0.00
H -4.270068 1.469328 0.241521 0.01 0.01 0.00 0.00
H 1.038808 -7.098222 -2.682091 0.01 0.00 0.00 0.00
H -2.238770 2.497835 -0.317471 0.00 0.01 0.01 0.00
H 2.731445 5.824878 -1.797850 0.00 0.00 0.01 0.00
H 3.420966 2.614239 0.989368 0.01 0.00 0.00 0.00
H -3.323453 1.197875 -1.598159 0.02 -0.02 0.00 0.00
H -0.007137 -5.118051 -1.646161 0.00 0.00 0.00 0.00
H -1.643952 -2.109206 1.709673 0.00 0.00 0.00 0.00
H -3.600417 0.018749 -2.860449 0.00 0.02 -0.01 0.00
H 2.208407 1.932457 6.033516 0.00 -0.01 0.00 0.00
H -4.013035 1.688603 1.953323 0.01 0.00 0.01 0.00
H 2.825274 -0.434579 5.568068 0.00 -0.01 -0.01 0.01
H -2.542333 -0.135920 2.177865 0.00 0.02 0.01 0.00
H 3.305572 -6.933943 -3.672540 0.00 0.00 0.00 0.00
H -4.112802 -1.105832 -0.836698 0.00 0.00 -0.01 0.00
H -1.509532 -2.712735 0.061235 -0.01 0.00 0.00 0.00

---

Entry 2:
68
Properties=species:S:1:pos:R:3:forces:R:3:mulliken_charge:R:1 method="wB97M-V/def2-TZVPD" orbital_gap_ev="3.82 / 3.80" mol_weight_g_mol=799.44 relative_energy_ev=2.5568 e_tot_ev=-135109.1615 charge=+3 largest_force_ev_per_a=3.5
Pt -0.290267 -0.356423 -0.472585 0.75 -2.52 0.66 2.31
As -2.402659 0.277678 -1.505530 -3.07 0.83 -0.50 0.43
Cl 0.478628 2.302208 -0.928511 -0.07 -0.71 -0.38 0.06
Cl -0.203487 1.157182 1.624068 -0.30 -0.96 -0.82 0.04
P 3.232669 -1.182735 -0.721240 0.71 -0.51 0.31 0.85
O -0.771916 -2.234963 0.437677 0.26 3.48 -0.21 -0.85
O 1.890070 -0.543884 -0.354538 -1.17 0.23 0.10 -0.52
O -0.457817 -2.275934 -1.704566 0.43 3.01 0.16 -0.73
C -3.928382 -0.999440 0.615618 0.12 -0.21 -0.22 -0.27
C -0.677205 -4.377612 -0.590696 0.30 0.47 0.17 0.35
C -2.389291 -0.231539 -3.359084 0.73 -0.14 0.29 0.72
C -2.882340 2.169246 -1.490600 0.91 -0.37 0.36 0.66
C -1.219003 0.031426 -4.081360 0.00 -0.12 0.23 -0.35
C -3.315493 -1.394316 -5.233961 -0.04 0.24 -0.08 -0.71
C -3.123944 2.869267 -2.666228 0.42 -0.05 -0.13 -0.32
C -3.445304 -0.934574 -3.933880 0.05 -0.38 0.43 -0.59
C -0.528492 -5.123478 -1.763052 0.00 0.01 -0.23 -0.29
C -5.243854 0.038730 -1.137696 0.17 0.06 -0.33 -0.41
C -0.783375 -5.026221 0.645198 0.02 0.05 0.16 -0.44
C -5.094987 -1.330892 1.289255 -0.04 0.16 0.04 -0.75
C 3.068171 -2.689769 -1.705174 -0.11 0.41 0.18 -1.05
C -3.308930 4.123981 -0.166259 -0.18 -0.25 0.05 -0.88
C -2.989777 2.778942 -0.238505 0.24 0.09 0.01 -0.73
C -3.564721 4.830907 -1.338491 0.00 0.10 -0.01 -0.51
C 4.216487 -0.005364 -1.664228 -0.23 -0.21 0.12 -1.12
C 4.083897 -1.620133 0.812833 -0.12 0.15 -0.56 -1.18
C 0.382963 2.627504 0.804116 0.22 0.43 0.06 -0.33
C -6.323098 -0.957141 0.762335 -0.04 -0.01 0.08 -0.56
C -0.640408 -2.920154 -0.635369 -0.03 -3.01 -0.28 1.06
C -2.161909 -1.117666 -5.961420 -0.03 0.02 0.00 -0.61
C -0.645403 -7.152937 -0.471235 -0.31 0.29 -0.07 -0.41
C -4.010774 -0.332076 -0.602423 0.61 -0.44 0.45 0.55
C -6.402796 -0.305675 -0.463659 0.12 0.10 0.17 -0.85
C -0.789457 -6.408059 0.695160 -0.01 0.06 0.17 -0.72
C -0.542155 -6.505426 -1.699387 0.01 0.09 -0.16 -0.74
C -1.103214 -0.426504 -5.380336 -0.07 0.15 -0.08 -0.80
C -3.458011 4.213851 -2.577982 -0.21 -0.04 0.01 -0.74
H 5.059859 -2.044417 0.577190 0.04 -0.02 0.08 0.43
H -5.302916 0.595589 -2.065679 -0.05 0.00 0.02 0.56
H -3.390076 4.605609 0.799194 -0.09 0.04 -0.02 0.50
H -2.835963 2.201359 0.668520 -0.05 0.05 0.01 0.69
H -0.322922 3.434546 0.981637 -0.05 -0.10 -0.03 0.39
H 1.376377 2.854060 1.182051 -0.03 -0.07 -0.02 0.44
H -7.225514 -1.138644 1.330295 -0.03 -0.17 -0.08 0.43
H -4.341252 -1.149758 -3.365884 0.03 -0.08 -0.03 0.49
H -2.965097 -1.273345 1.030440 -0.07 -0.04 0.03 0.29
H 3.765242 0.135813 -2.646606 -0.01 0.02 -0.01 0.35
H -3.052307 2.387847 -3.633745 0.06 0.02 0.02 0.49
H -0.403698 0.577632 -3.614106 0.04 -0.01 -0.12 0.42
H -5.043975 -1.858000 2.231800 0.00 0.05 0.04 0.46
H -0.810461 -4.440427 1.555511 -0.21 -0.09 0.05 0.45
H 4.247468 0.948969 -1.140183 0.03 -0.01 0.04 0.34
H -3.639875 4.773316 -3.485263 -0.10 0.01 0.01 0.47
H -4.121234 -1.964233 -5.676552 -0.02 0.09 -0.07 0.48
H -0.925909 -6.907425 1.644277 0.15 0.00 0.02 0.44
H -2.096147 -1.422344 -6.997176 0.06 -0.15 0.04 0.45
H 2.563769 -3.469684 -1.135061 0.02 0.00 0.08 0.29
H -7.364202 -0.030979 -0.874981 0.00 0.02 0.00 0.45
H -0.499969 -7.080181 -2.614329 0.18 -0.01 0.02 0.44
H 2.494370 -2.482149 -2.608624 0.05 0.01 -0.05 0.29
H 3.489404 -2.352861 1.357795 0.00 -0.02 -0.01 0.34
H -0.648207 -8.233137 -0.429571 0.00 -0.02 0.01 0.45
H 5.232600 -0.373747 -1.799606 0.04 -0.04 0.03 0.42
H 4.062644 -3.040836 -1.980193 0.02 -0.03 -0.03 0.48
H 4.212020 -0.730236 1.427994 0.03 0.01 -0.01 0.36
H -3.874624 5.865657 -1.275622 0.13 0.04 -0.05 0.45
H -0.374217 -4.616029 -2.706710 -0.19 -0.06 -0.08 0.47
H -0.199803 -0.242669 -5.944677 -0.02 0.07 -0.04 0.46

---

Entry 3:
73
Properties=species:S:1:pos:R:3:forces:R:3:mulliken_charge:R:1 method="wB97M-V/def2-TZVPD" orbital_gap_ev=6.54 mol_weight_g_mol=872.89 relative_energy_ev=2.0335 e_tot_ev=-190874.4026 charge=+2 largest_force_ev_per_a=2.6
Hf -0.720589 2.734795 0.243410 0.03 0.19 1.09 1.35
Br -4.062781 8.762964 0.625419 0.06 -0.06 0.01 -0.17
Br 1.323811 7.077849 0.806438 -0.13 0.08 -0.03 -0.10
F 3.688318 -1.518848 1.460261 0.00 -0.04 -0.02 -0.35
O 0.031471 4.333191 0.932292 0.71 2.18 1.01 -0.77
O -3.753380 0.738397 -1.299472 0.16 0.05 -0.02 -0.62
O -2.042823 2.154018 -1.048039 -1.89 -0.74 -1.45 -0.61
O 0.683819 1.930991 -0.715151 2.03 -0.42 -1.51 -0.36
O -0.583733 1.171489 1.435224 0.07 -1.21 0.67 -0.99
N 4.415660 -5.829369 -0.917110 0.07 0.01 -0.06 -0.08
N 3.003904 -4.109164 0.590923 0.18 -0.12 -0.05 0.15
N -2.574565 3.683258 1.165811 -0.78 0.69 0.59 -0.28
N -1.512823 -2.455325 -0.030360 -0.04 0.26 0.01 0.29
C -4.875842 4.306783 1.219479 -0.03 0.12 -0.02 -1.10
C 2.067086 -3.088516 0.696364 -0.27 0.04 -0.08 -0.55
C -0.205365 -2.265360 0.384548 0.11 0.23 0.06 -0.91
C -1.847694 -0.087603 -0.173781 0.33 0.44 0.09 -0.03
C -2.800654 7.366112 0.760077 -0.03 0.16 -0.01 -0.14
C 0.191649 -0.974029 0.769362 -0.16 0.08 0.02 0.58
C 2.420210 -1.775946 1.091143 -0.03 0.19 0.08 0.37
C 1.721113 3.902181 -1.717804 -0.11 -0.29 -0.09 -1.16
C 1.093607 2.528089 -1.953322 0.65 -0.07 -0.52 0.60
C -4.581581 5.617683 0.981446 -0.03 -0.14 0.05 -0.74
C 2.665850 -5.502924 0.803252 0.09 0.08 -0.02 -0.82
C -0.510348 6.657927 0.815233 0.25 -0.47 -0.09 -0.35
C 5.190948 -5.130318 0.155799 0.09 0.25 0.27 -0.91
C -0.739657 0.118759 0.703395 -0.63 -1.38 -0.17 1.47
C -2.224677 -1.385305 -0.411289 0.09 -0.20 0.02 -0.44
C 2.077199 1.597894 -2.649073 -0.21 -0.01 0.17 -1.58
C -0.870434 5.327109 0.903363 -0.18 1.15 0.14 0.56
C -2.223893 -4.458033 -1.362842 0.09 0.06 0.09 -1.06
C 1.524419 -0.751987 1.136200 0.01 -0.07 0.09 -0.65
C -4.189280 1.946900 1.710968 -0.01 0.01 -0.11 -1.52
C 0.729914 -3.301932 0.371080 0.07 -0.22 0.09 0.06
C -3.233987 6.028740 0.905467 0.17 -0.12 -0.12 0.83
C -2.256198 5.011451 0.980173 -0.02 0.34 0.07 0.37
C 3.075358 -6.320985 -0.422059 -0.41 -0.08 0.32 -0.68
C -1.468093 7.674597 0.728671 -0.12 0.06 -0.01 -0.32
C -2.165188 -3.776378 -0.001951 -0.07 -0.31 -0.38 -1.04
C 4.448533 -3.863591 0.584606 -0.05 0.03 0.02 -0.64
C -2.655228 1.007483 -0.883637 -0.51 -0.71 -0.18 0.31
C -3.845953 3.354444 1.340761 0.12 -0.02 0.11 1.34
H 0.206073 2.642473 -2.593978 0.03 -0.06 0.02 0.26
H -3.174751 -3.629465 0.377922 0.04 0.04 0.08 0.50
H 2.148320 4.282307 -2.645057 -0.04 0.02 -0.02 0.51
H 2.515594 3.821365 -0.975526 -0.02 0.06 0.04 0.28
H -4.780874 1.483138 0.921798 0.01 -0.05 0.00 0.34
H -1.228586 -4.601935 -1.785402 0.00 0.02 -0.02 0.29
H 3.177898 -5.877285 1.695050 -0.07 -0.03 0.02 0.31
H 3.145769 -7.376759 -0.166009 0.17 -0.01 -0.10 0.40
H 1.607704 0.629645 -2.829087 0.05 -0.02 -0.04 0.35
H 0.403908 -4.280005 0.046587 0.07 0.03 -0.07 0.57
H -2.816081 -3.876175 -2.068532 0.02 0.00 -0.02 0.37
H -1.140995 8.699624 0.628950 -0.02 0.01 0.03 0.46
H -4.796942 1.948732 2.616373 0.03 0.01 0.03 0.56
H -3.162617 -1.573104 -0.921582 -0.06 0.03 0.11 0.68
H -3.291397 1.360288 1.899260 -0.01 -0.03 0.00 0.11
H 2.949021 1.455021 -2.007597 0.02 0.00 -0.03 0.33
H -5.901516 3.980027 1.319528 0.00 -0.01 0.01 0.45
H 0.985588 4.625747 -1.368657 0.06 0.14 0.04 0.21
H -5.368140 6.351005 0.868218 0.00 0.00 0.05 0.42
H 1.839260 0.241601 1.424184 0.07 -0.03 0.04 0.57
H 4.961114 -6.604974 -1.293857 -0.01 -0.02 -0.05 0.36
H 4.836197 -3.571847 1.563223 0.03 -0.01 -0.02 0.38
H 2.360467 -6.205253 -1.233330 0.07 0.02 -0.06 0.41
H 2.402572 2.021447 -3.598390 -0.01 -0.04 -0.02 0.46
H -1.633631 -4.388216 0.723935 -0.03 0.06 0.05 0.53
H 4.268553 -5.173177 -1.684770 0.00 -0.01 -0.05 0.39
H 4.671195 -3.055471 -0.112450 0.01 0.00 0.02 0.50
H 1.603532 -5.633328 0.981378 0.00 -0.01 0.00 0.47
H 6.177236 -4.869669 -0.221534 -0.02 -0.06 -0.10 0.42
H -2.696024 -5.433537 -1.253686 -0.02 0.00 -0.02 0.41
H 5.323431 -5.829721 0.977794 -0.06 -0.09 -0.06 0.39